<1>
# C3H8S2

A cluster of 2 separate species, C3H8S2 in total (wB97M-V/def2-TZVPD, the OMol25 dataset).

ORCA input file:
```
! RIJCOSX wB97M-V def2-TZVPD def2/J DEFGRID3
* xyz 0 1
C -0.10 -1.50 0.56
C -0.29 0.14 0.27
C 0.57 0.25 -0.94
H -0.14 -1.83 2.08
H 1.01 -1.63 0.29
H -1.06 -2.00 -0.11
H 0.24 0.72 1.16
H -2.43 1.95 0.40
H -0.14 -0.13 -1.80
H 1.55 -0.33 -1.56
H 1.93 1.78 0.33
S -2.16 0.43 0.16
S 1.04 2.15 -0.84
*
```

Results
E_HOMO, eV: -9.123

=====

<2>
# C3H8S2

A cluster of 2 separate species, C3H8S2 in total (wB97M-V/def2-TZVPD, the OMol25 dataset).

ORCA input file:
```
! RIJCOSX wB97M-V def2-TZVPD def2/J DEFGRID3
* xyz 0 1
C 1.21 -1.60 -1.06
C 2.29 -1.56 -0.22
H 0.22 -1.45 -0.78
H 1.23 -1.79 -2.18
H 2.29 -0.95 0.71
H 3.23 -1.95 -0.48
C -1.12 0.55 0.25
S -2.61 0.91 1.11
S -2.61 3.00 1.51
H -0.49 -0.06 0.96
H -1.53 0.09 -0.63
H -0.49 1.42 0.24
H -1.63 3.40 0.59
*
```

Results
E_HOMO, eV: -8.162
SMILES: C=C.CSS

=====

It is <2> that is most stable; the runner-up trails by 80.7 kcal/mol.

=====

<1>
# C3H8S2

An isolated molecule of C3H8S2 (wB97M-V/def2-TZVPD, the OMol25 dataset).

ORCA input file:
```
! RIJCOSX wB97M-V def2-TZVPD def2/J DEFGRID3
* xyz 0 1
C -1.32 1.75 -0.47
C -0.51 0.95 -1.47
S 0.98 0.26 -0.64
S 0.30 -1.55 0.21
C 1.41 -2.09 1.67
H -0.93 2.73 -0.23
H -2.35 1.89 -0.78
H -1.20 1.20 0.47
H -0.05 1.56 -2.26
H -1.07 0.13 -1.92
H 1.67 -3.11 1.38
H 0.76 -2.22 2.55
H 2.31 -1.50 1.50
*
```

Results
E_HOMO, eV: -7.794
SMILES: CCSSC

=====

<2>
# C3H8S2

A cluster of 2 separate species, C3H8S2 in total (wB97M-V/def2-TZVPD, the OMol25 dataset).

ORCA input file:
```
! RIJCOSX wB97M-V def2-TZVPD def2/J DEFGRID3
* xyz 0 1
C 0.01 -0.20 1.70
C 0.85 -0.85 -1.06
C -0.18 0.74 0.62
S 0.29 -0.43 -2.62
S -1.73 1.04 -0.08
H -0.94 -0.81 1.91
H 0.91 -0.86 1.30
H 0.42 0.35 2.58
H 1.96 -0.76 -0.98
H 0.42 -1.76 -0.70
H 0.49 1.52 0.53
H -1.02 -0.21 -2.59
H -1.46 2.24 -0.61
*
```

Results
E_HOMO (alpha / beta), eV: -7.386 / -7.037

=====

It is <1> that is most stable; the runner-up trails by 67.8 kcal/mol.

=====

<1>
# C24H18CrN3O4S4

A structure of composition C24H18CrN3O4S4 (wB97M-V/def2-TZVPD, the OMol25 dataset).

ORCA input file:
```
! RIJCOSX wB97M-V def2-TZVPD def2/J DEFGRID3
* xyz -1 5
Cr 1.62 0.65 0.84
S 2.90 0.98 -1.15
C 2.66 -0.32 -2.32
C 3.80 -1.03 -2.74
C 3.75 -2.00 -3.71
C 2.54 -2.31 -4.32
C 1.40 -1.63 -3.93
C 1.45 -0.66 -2.93
S -0.10 0.08 -2.45
C -0.87 -1.38 -1.71
C -1.98 -1.04 -0.76
C -2.99 -1.99 -0.54
C -3.92 -1.75 0.46
C -3.82 -0.59 1.20
C -2.81 0.34 0.89
C -2.68 1.53 1.63
S 0.25 0.19 2.72
C -0.05 -1.53 2.61
C -1.01 -2.13 3.43
C -1.25 -3.50 3.36
C -0.53 -4.29 2.48
C 0.42 -3.70 1.66
C 0.67 -2.33 1.71
S 1.86 -1.62 0.63
N -1.91 0.10 -0.10
H 4.74 -0.78 -2.26
H 4.65 -2.52 -4.00
H 2.48 -3.07 -5.10
H 0.45 -1.85 -4.40
H -0.08 -1.86 -1.12
H -1.22 -2.08 -2.47
H -3.01 -2.89 -1.13
H -4.70 -2.48 0.67
H -4.51 -0.38 2.01
H -3.33 1.70 2.48
H -1.89 2.23 1.42
H -1.57 -1.51 4.12
H -2.00 -3.94 4.01
H -0.71 -5.36 2.42
H 0.99 -4.31 0.96
O 0.56 6.87 -0.42
C 0.67 6.06 0.68
O 0.82 6.54 1.76
C 0.50 4.62 0.38
C -0.47 4.08 -0.46
N -0.35 2.75 -0.40
N 0.66 2.40 0.39
C 1.19 3.50 0.90
C 2.43 3.24 1.72
O 3.06 4.15 2.21
O 2.70 1.97 1.78
H 0.64 6.32 -1.22
H -1.25 4.55 -1.03
H -0.86 1.99 -0.85
*
```

Results
⟨S²⟩: 6.095
E_HOMO (alpha / beta), eV: -4.572 / -4.777

=====

<2>
# C24H18CrN3O4S4

A structure of composition C24H18CrN3O4S4 (wB97M-V/def2-TZVPD, the OMol25 dataset).

ORCA input file:
```
! RIJCOSX wB97M-V def2-TZVPD def2/J DEFGRID3
* xyz -1 5
Cr 0.44 -0.60 0.01
S -0.36 -2.49 -1.19
C -1.38 -1.65 -2.34
C -1.72 -2.30 -3.54
C -2.51 -1.71 -4.50
C -3.02 -0.42 -4.30
C -2.72 0.23 -3.12
C -1.91 -0.36 -2.16
S -1.62 0.50 -0.63
C -0.77 2.04 -1.13
C 0.29 2.38 -0.11
C 0.77 3.67 -0.04
C 1.86 3.93 0.79
C 2.35 2.94 1.59
C 1.74 1.66 1.59
C 2.10 0.67 2.51
S 2.64 -1.32 0.71
C 3.63 -0.16 -0.16
C 4.91 0.16 0.31
C 5.71 1.08 -0.34
C 5.23 1.71 -1.48
C 3.96 1.41 -1.96
C 3.15 0.47 -1.32
S 1.58 0.04 -1.98
N 0.77 1.39 0.66
H -1.31 -3.29 -3.70
H -2.74 -2.24 -5.42
H -3.64 0.05 -5.05
H -3.13 1.22 -2.94
H -1.49 2.85 -1.21
H -0.29 1.85 -2.09
H 0.34 4.44 -0.67
H 2.30 4.92 0.81
H 3.18 3.11 2.26
H 1.41 -0.11 2.79
H 2.99 0.82 3.11
H 5.26 -0.35 1.21
H 6.69 1.31 0.04
H 5.84 2.45 -2.00
H 3.58 1.90 -2.85
O -2.93 -2.55 5.21
C -3.86 -2.88 4.34
O -4.89 -3.43 4.67
C -3.62 -2.56 2.90
C -4.57 -2.82 1.96
N -4.08 -2.39 0.78
N -2.86 -1.86 0.88
C -2.55 -1.94 2.16
C -1.20 -1.46 2.62
O -0.98 -1.44 3.85
O -0.33 -1.11 1.78
H -2.16 -2.08 4.75
H -5.54 -3.28 2.07
H -4.50 -2.44 -0.13
*
```

Results
⟨S²⟩: 6.083
E_HOMO (alpha / beta), eV: -4.075 / -4.383

=====

It is <2> that is most stable; the runner-up trails by 14.8 kcal/mol.

=====

<1>
# C8H16N3

The ion C8H16N3 with charge +1 (wB97M-V/def2-TZVPD, the OMol25 dataset).

ORCA input file:
```
! RIJCOSX wB97M-V def2-TZVPD def2/J DEFGRID3
* xyz 1 1
C 2.79 1.16 -0.44
C 1.47 1.34 -0.24
C 2.05 -0.87 0.05
C 2.02 -2.24 0.62
C -2.86 0.26 -0.15
C -1.09 0.25 -1.98
C -1.46 0.61 -0.57
C -0.43 -0.19 0.30
N 3.11 -0.17 -0.20
N 0.97 0.06 0.07
N -0.64 0.42 1.78
H 3.66 1.76 -0.73
H 0.89 2.26 -0.29
H 1.98 -2.16 1.67
H 1.24 -2.94 0.16
H 2.96 -2.69 0.26
H -2.91 0.39 0.97
H -3.65 0.88 -0.51
H -3.16 -0.72 -0.44
H -0.71 -0.70 -2.13
H -0.26 0.93 -2.30
H -2.00 0.43 -2.58
H -1.36 1.67 -0.48
H -0.74 -1.15 0.51
H 0.22 0.10 2.35
H -0.79 1.41 1.97
H -1.32 -0.07 2.34
*
```

Results
E_HOMO, eV: -12.609
SMILES: Cc1nccn1[C@@H]([NH3+])C(C)C

=====

<2>
# C8H16N3

The ion C8H16N3 with charge +1 (wB97M-V/def2-TZVPD, the OMol25 dataset).

ORCA input file:
```
! RIJCOSX wB97M-V def2-TZVPD def2/J DEFGRID3
* xyz 1 1
C -1.33 -0.42 -2.16
C -0.74 2.19 -1.45
C 0.05 -1.79 -0.66
C 0.63 0.40 1.16
C -0.64 0.78 -1.59
C 0.39 -0.48 0.02
C -0.28 -0.35 3.32
C 1.00 -0.06 2.60
N -0.44 -1.60 -2.08
N 0.54 1.54 -1.98
N 1.61 0.21 0.10
H -2.36 -0.57 -1.60
H -1.54 -0.45 -3.19
H -1.24 2.64 -2.18
H -0.80 2.65 -0.53
H 0.90 -2.52 -0.72
H -0.65 -2.26 0.13
H 0.00 1.23 1.29
H -0.36 -1.16 3.89
H -1.21 -0.40 2.68
H -0.46 0.46 3.93
H 1.49 -1.02 2.46
H 1.55 0.67 2.98
H -0.85 -2.49 -2.26
H 0.90 1.61 -2.96
H 1.39 1.55 -1.38
H 2.44 -0.34 0.18
*
```

Results
E_HOMO, eV: -12.420

=====

It is <1> that is most stable; the runner-up trails by 116.6 kcal/mol.

=====

<1>
# C6H8NO2

The ion C6H8NO2 with charge +1 (wB97M-V/def2-TZVPD, the OMol25 dataset).

ORCA input file:
```
! RIJCOSX wB97M-V def2-TZVPD def2/J DEFGRID3
* xyz 1 1
C 0.49 -1.70 0.65
C 1.82 -1.53 0.33
C 1.52 0.67 -0.27
C -1.42 1.14 -1.19
C -1.74 1.17 0.11
C -1.45 -0.13 0.93
N -0.30 -0.71 0.39
O 2.23 -0.47 -0.29
O 1.79 1.54 -1.12
H 0.31 -2.51 1.45
H 2.44 -2.34 0.69
H -1.60 2.08 -1.80
H -0.95 0.23 -1.57
H -2.21 2.01 0.62
H -1.24 0.07 2.00
H -2.25 -0.90 0.67
H 2.57 1.35 -1.59
*
```

Results
E_HOMO (alpha / beta), eV: -13.579 / -13.542

=====

<2>
# C6H8NO2

The ion C6H8NO2 with charge +1 (wB97M-V/def2-TZVPD, the OMol25 dataset).

ORCA input file:
```
! RIJCOSX wB97M-V def2-TZVPD def2/J DEFGRID3
* xyz 1 1
C -1.55 1.04 -0.56
C -2.24 -0.18 -0.30
C -0.19 1.06 -0.49
C -1.48 -1.28 -0.13
C 1.91 -0.32 -0.86
C 0.60 -0.15 -0.12
N 1.22 0.09 1.39
O 2.93 0.05 -0.37
O -0.14 -1.34 -0.21
H -2.21 1.82 -0.73
H -3.33 -0.35 -0.31
H 0.49 1.98 -0.75
H -1.97 -2.33 0.03
H 1.71 -0.75 -1.77
H 1.13 -0.69 2.01
H 0.85 0.94 1.91
H 2.27 0.41 1.25
*
```

Results
E_HOMO, eV: -13.176
SMILES: [NH3+][C@]1(C=O)C=CC=CO1

=====

It is <2> that is most stable; the runner-up trails by 93.9 kcal/mol.

=====

<1>
# C9H15N4

The ion C9H15N4 with charge +1 (wB97M-V/def2-TZVPD, the OMol25 dataset).

ORCA input file:
```
! RIJCOSX wB97M-V def2-TZVPD def2/J DEFGRID3
* xyz 1 1
C -1.14 -1.17 1.56
C -0.30 -0.23 1.07
C -0.84 -1.77 -0.47
C -0.11 -2.75 -2.16
C 0.24 -1.57 -2.96
C 1.20 -0.58 -2.10
C 0.84 1.24 2.83
C -0.35 2.18 0.67
C 0.44 1.09 1.32
N 0.00 -3.90 -1.93
N -0.15 -0.60 -0.26
N -1.51 -2.07 0.61
N 0.39 0.21 -1.28
H -1.42 -1.26 2.60
H 0.95 -1.86 -3.75
H -0.57 -0.99 -3.33
H 1.72 -1.19 -1.39
H 1.86 0.05 -2.81
H 1.63 1.86 3.06
H 0.98 0.21 3.22
H -0.06 1.61 3.26
H 0.42 2.89 0.31
H -0.92 2.81 1.39
H -1.02 1.82 -0.10
H 1.29 0.89 0.59
H 0.33 -4.85 -2.22
H -1.86 -3.02 0.95
H -0.31 0.77 -1.72
*
```

Results
E_HOMO, eV: -12.710

=====

<2>
# C9H15N4

The ion C9H15N4 with charge +1 (wB97M-V/def2-TZVPD, the OMol25 dataset).

ORCA input file:
```
! RIJCOSX wB97M-V def2-TZVPD def2/J DEFGRID3
* xyz 1 1
C 2.39 1.61 0.76
C 2.17 1.57 -0.59
C 2.19 0.51 1.65
C 1.56 0.32 -1.23
C 1.62 -0.60 1.14
C 1.28 -0.76 -0.26
C -3.21 1.08 1.01
C 0.77 -1.97 -0.71
C -1.24 0.22 -0.26
N 0.22 0.83 -1.87
N -0.95 0.62 -1.39
N 0.26 -2.95 0.06
N -2.79 0.20 -0.13
H 2.84 2.53 1.20
H 2.42 2.22 -1.31
H 2.44 0.65 2.67
H 2.27 0.05 -2.01
H 1.35 -1.54 1.66
H -2.54 0.73 1.85
H -3.19 2.10 0.95
H -4.35 0.95 1.08
H 0.51 -2.18 -1.76
H -0.76 -0.29 0.65
H 0.24 1.07 -2.87
H 0.31 -3.90 -0.38
H 0.55 -2.90 1.07
H -3.16 0.52 -1.07
H -3.20 -0.70 0.11
*
```

Results
E_HOMO (alpha / beta), eV: -10.529 / -10.529
SMILES: C[NH2+]/C=N/N[C@H]1C=CC=C/C1=C\N

=====

It is <2> that is most stable; the runner-up trails by 3.0 kcal/mol.